Record 1
Entry from the OMol25 dataset: a molecular structure, C6H12N3O in a non-equilibrium geometry (wB97M-V/def2-TZVPD).

The geometry in XYZ format:
```
22
Properties=species:S:1:pos:R:3:forces:R:3:lowdin_spin:R:1
C 0.2667 -1.5541 -0.1090 0.155 -4.451 -2.097 0.680
C 1.9371 0.0887 -0.0765 -0.789 -1.715 -0.275 0.023
C -0.4963 0.2978 0.0029 -1.404 3.234 3.298 0.609
C -1.2957 0.1697 1.3189 1.352 2.899 -1.265 0.097
C -1.2689 0.3000 -1.2579 0.355 -1.078 2.512 0.093
C 0.8635 2.2586 0.0493 1.624 2.104 -1.435 0.031
N 1.5239 -1.3173 -0.1642 0.152 1.442 0.175 0.100
N 0.8251 0.8229 0.1224 -0.624 0.853 -0.350 0.063
N -0.2314 -2.7430 0.0443 -0.007 0.520 0.382 0.114
O 3.0755 0.3432 -0.1854 1.583 1.091 0.015 0.013
H -1.8087 -0.6978 1.3684 -2.340 -2.947 -0.300 0.012
H -2.0230 1.0212 1.2407 0.228 -0.682 0.363 0.043
H -0.8258 0.1794 2.2931 0.904 0.611 -0.148 0.000
H -0.6620 0.2216 -2.0626 1.999 -0.578 -2.773 0.007
H -1.7043 1.2289 -1.3619 -1.153 2.506 -0.158 0.033
H -2.0984 -0.3711 -1.3146 -0.397 -0.865 0.228 0.010
H 1.8568 2.7240 -0.2248 -0.446 -1.062 1.340 0.008
H 0.4052 2.6340 -0.8322 -1.103 -0.319 -1.320 0.004
H 0.3209 2.8303 0.7822 0.272 -0.405 1.132 0.001
H 2.1369 -2.1187 -0.0998 0.832 0.274 0.210 0.022
H -1.1864 -2.8024 0.2672 -1.289 -0.701 -0.053 0.009
H 0.3894 -3.5160 0.1996 0.096 -0.731 0.520 0.029
```
Forces are in eV/Å.

Its charge is +1. The HOMO energy (spin up / spin down) is -10.34 / -13.94 eV. The energy above the lowest of the compared OMol25 structures with the same formula, charge and spin comes out at 68.2 kcal/mol. As for the multiplicity: 3.

=====

Record 2
Entry from the OMol25 dataset: a gas-phase ion, C6H12N3O (charge +1) in a non-equilibrium geometry (wB97M-V/def2-TZVPD).

The geometry in XYZ format:
```
22
Properties=species:S:1:pos:R:3:forces:R:3:lowdin_spin:R:1
C 1.2445 2.2124 0.0210 0.894 1.016 1.430 0.337
C 0.6521 1.7226 1.1774 -2.124 -1.867 3.104 0.218
C -0.1079 0.6067 -0.5306 -4.720 -5.814 -3.505 0.551
C -0.8064 -0.2142 1.7479 0.815 0.226 -2.306 0.017
C -0.4612 -2.8078 -1.7813 -3.697 0.637 -0.814 0.006
C -0.5839 -0.4666 -1.5217 -0.620 0.478 -0.502 0.069
N -0.2558 0.7480 0.7999 1.280 0.899 3.680 0.191
N 0.7764 1.4725 -0.9703 4.681 4.596 -4.097 0.348
N 0.7376 1.8948 2.5562 1.587 2.061 -1.974 0.158
O -0.4190 -1.7097 -0.8654 0.322 -0.668 -1.179 0.025
H 2.0088 2.9518 0.0544 0.371 0.372 -0.692 0.015
H -0.2264 -0.5238 2.5678 1.364 -0.564 0.580 0.005
H -1.6352 0.2167 2.1182 -3.050 1.485 1.611 0.004
H -1.1348 -0.9848 1.1183 -0.215 -1.647 -0.320 0.001
H -0.3826 -3.6955 -1.2725 0.395 -1.869 1.788 0.001
H 0.2696 -2.8435 -2.5219 1.606 0.724 -1.222 0.000
H -1.4845 -2.9768 -2.3447 1.575 1.027 1.065 0.001
H -1.7007 -0.4255 -1.8955 1.813 0.349 0.756 0.027
H 0.0574 -0.3784 -2.5185 -0.991 -0.126 1.976 0.006
H 1.1486 1.4910 -1.9283 -0.316 -0.039 0.869 0.009
H 1.3625 2.6355 2.9093 -0.504 -0.313 -0.604 0.002
H 0.9409 1.0743 3.0805 -0.467 -0.963 0.354 0.009
```
Forces are in eV/Å.

Its charge is +1. The HOMO energy (spin up / spin down) is -9.04 / -13.42 eV. The energy above the lowest of the compared OMol25 structures with the same formula, charge and spin comes out at 40.5 kcal/mol. As for the multiplicity: 3.

=====

Record 3
Entry from the OMol25 dataset: 2 unconnected molecules or ions with the total composition C6H12N4 in a non-equilibrium geometry (wB97M-V/def2-TZVPD).

The geometry in XYZ format:
```
22
Properties=species:S:1:pos:R:3:forces:R:3:mulliken_charge:R:1
C 0.0222 2.8065 -0.9707 0.176 0.619 0.317 -0.672
C 0.6775 2.3867 0.3132 -1.162 -0.859 0.233 0.422
N 0.8177 3.2007 1.4158 0.156 -0.453 -0.961 -0.240
N 1.3789 2.4811 2.3038 0.734 -1.197 0.645 -0.662
N 1.5051 1.2315 1.8187 -3.616 4.420 -2.699 0.190
N 1.0195 1.1220 0.5478 1.608 2.723 0.867 -0.046
H -0.3669 3.8699 -0.8140 0.575 -1.484 -0.481 0.297
H 0.8796 2.7893 -1.7427 -1.952 -0.085 0.659 0.226
H -0.8663 2.1008 -1.1100 1.442 1.054 -0.552 0.213
H 2.1540 0.6578 2.1687 2.580 -2.835 1.777 0.245
C 0.5248 -1.2905 1.5472 -1.630 -0.477 3.051 -0.993
C -0.0427 -1.1773 0.3684 2.791 -1.119 -0.914 0.930
C 0.8602 -1.4198 -0.7883 1.446 0.320 -2.913 -1.199
C -1.3966 -0.7575 0.0097 -1.056 -1.251 0.357 -1.102
H 1.5736 -1.2902 1.8460 -0.081 -0.709 -0.978 0.441
H -0.0988 -1.2752 2.4680 0.186 0.319 -0.609 0.227
H 1.9955 -1.4753 -0.6899 -1.467 0.514 0.760 0.303
H 0.7068 -2.4003 -1.3068 -0.621 0.662 0.409 0.346
H 0.6661 -0.6074 -1.5640 0.311 -1.021 0.658 0.243
H -1.8007 -1.4183 -0.8174 0.250 1.143 0.819 0.304
H -1.9656 -0.8909 0.9185 -0.788 -0.116 0.098 0.414
H -1.4386 0.3161 -0.1794 0.118 -0.166 -0.541 0.114
```
Forces are in eV/Å.

The HOMO energy is -8.89 eV. The energy above the lowest of the compared OMol25 structures with the same formula, charge and spin comes out at 66.6 kcal/mol. As for the multiplicity: 1.

=====

Record 4
Entry from the OMol25 dataset: a gas-phase ion, C6H12N4 (charge +2) in a non-equilibrium geometry (wB97M-V/def2-TZVPD).

The geometry in XYZ format:
```
22
Properties=species:S:1:pos:R:3:forces:R:3:mulliken_charge:R:1
C -0.5780 -0.3502 3.1436 -1.316 0.534 1.207 -1.412
C -0.3652 -0.1270 1.7300 2.415 0.606 0.242 0.517
N 0.8012 -0.0733 1.1869 -0.931 -0.061 1.034 -0.675
N 1.0636 -0.0095 -0.1302 0.103 0.481 -1.184 0.580
N 2.4983 -0.2191 -0.1898 0.414 -2.055 1.839 -0.437
C 0.4471 0.7829 -1.2810 2.983 -1.503 -2.332 -0.891
C -0.4976 -0.0900 -2.1379 -0.635 0.206 2.987 -0.493
C -1.9541 0.0445 -1.6158 -0.890 0.512 -0.219 -0.553
C -1.8327 -0.0065 -0.2007 0.548 0.534 2.049 0.601
N -1.4348 0.0441 0.8917 -1.830 -0.293 -2.853 0.034
H -1.4755 -0.9092 3.3260 -0.188 -1.283 -0.211 0.383
H -0.9072 0.4752 3.7506 -0.068 1.556 -0.466 0.373
H 0.2405 -0.6364 3.7462 1.151 -1.051 -0.077 0.383
H 2.5564 -1.0777 0.5532 0.531 1.900 -2.516 0.469
H 3.1287 0.4993 0.2705 -0.984 -0.141 -0.769 0.381
H 2.8053 -0.4317 -1.1744 -0.148 -0.077 1.215 0.379
H 1.3004 1.1613 -1.9554 -0.917 -0.856 1.088 0.385
H 0.0444 1.6759 -0.9958 -1.320 2.314 1.367 0.521
H -0.2277 -1.0847 -1.8981 0.482 -1.235 -0.555 0.365
H -0.6433 0.0904 -3.1527 0.808 0.482 -1.850 0.396
H -2.5930 -0.7803 -1.9231 -0.185 0.026 -0.364 0.349
H -2.3769 1.0217 -1.9439 -0.024 -0.595 0.367 0.346
```
Forces are in eV/Å.

Its charge is +2. The HOMO energy is -17.71 eV. The energy above the lowest of the compared OMol25 structures with the same formula, charge and spin comes out at 92.0 kcal/mol. As for the multiplicity: 1.

=====

Record 5
Entry from the OMol25 dataset: 2 unconnected molecules or ions with the total composition C6H12N4O in a non-equilibrium geometry (wB97M-V/def2-TZVPD).

The geometry in XYZ format:
```
23
Properties=species:S:1:pos:R:3:forces:R:3:mulliken_charge:R:1
C -0.8309 0.7162 -2.6682 -0.041 -0.045 0.086 0.093
C -1.0488 0.1880 -1.6105 -0.448 0.089 -0.578 -0.696
C -1.3009 -0.5106 -0.3815 -0.837 -0.355 0.443 0.736
C -1.1941 -2.0152 -0.3647 0.181 -0.290 -0.170 -1.529
N -1.5963 0.1954 0.6533 -0.826 -1.179 -0.373 -0.012
N -1.7927 -0.4734 1.8340 -0.963 0.314 0.465 -0.779
H -0.6374 1.2038 -3.6009 -0.024 -0.108 0.233 0.449
H -2.1814 -2.4856 -0.2027 0.333 0.181 -0.044 0.408
H -0.7951 -2.3862 -1.3220 -0.208 0.158 0.412 0.322
H -0.5206 -2.3436 0.4476 -0.262 0.159 -0.250 0.438
H -2.3168 0.1420 2.4853 0.692 -0.665 -0.709 0.273
H -2.2626 -1.3907 1.7583 0.424 0.646 -0.059 0.214
C 2.5873 -0.3575 -0.1883 0.266 -0.087 -0.017 -1.022
N 1.3716 0.4003 -0.0121 1.433 0.262 0.601 0.082
C 1.3578 1.5818 0.6865 -0.151 0.250 0.021 0.516
N 0.1327 2.1908 0.7678 -0.024 0.546 -0.162 -0.251
O 2.3576 2.0689 1.1994 -0.047 -0.166 -0.054 -0.700
H 2.8426 -0.4630 -1.2576 -0.061 0.029 0.362 0.273
H 3.3890 0.1925 0.3169 -0.158 -0.212 -0.151 0.379
H 2.5067 -1.3666 0.2564 0.052 0.373 -0.147 0.257
H 0.5514 0.0408 -0.4160 -0.205 0.080 -0.189 0.075
H -0.7142 1.8021 0.3468 0.754 0.463 0.579 0.280
H 0.0951 3.0698 1.2724 0.119 -0.441 -0.300 0.195
```
Forces are in eV/Å.

The HOMO energy is -8.78 eV. The energy above the lowest of the compared OMol25 structures with the same formula, charge and spin comes out at 45.5 kcal/mol. As for the multiplicity: 1.

=====

Record 6
Entry from the OMol25 dataset: C6H12N4O3S in the gas phase in a non-equilibrium geometry (wB97M-V/def2-TZVPD).

The geometry in XYZ format:
```
26
Properties=species:S:1:pos:R:3:forces:R:3:mulliken_charge:R:1
C 1.4847 -2.4352 1.1470 1.061 -1.371 -2.055 -0.809
N 1.5452 -1.3024 0.1646 3.724 0.244 2.608 -0.256
C 0.6151 -0.7498 -0.5841 -3.401 1.595 -1.095 0.813
C -0.2899 -1.7117 -1.4096 -0.470 1.237 0.897 -1.287
N -0.5347 0.2851 0.2286 -0.367 -1.278 0.269 0.622
C -0.8046 1.6025 0.4196 -0.121 -0.755 -0.252 0.000
C -1.8414 1.6752 1.3085 -0.015 -1.253 0.373 0.132
C -2.4861 2.9140 1.8330 -1.597 0.048 0.736 -1.053
N -2.1404 0.3653 1.6952 0.164 1.342 -1.167 -0.746
N -1.4005 -0.4283 0.9905 0.999 -0.227 0.226 -0.480
S 1.3962 0.5467 -1.6970 0.517 0.102 -1.649 0.992
O 0.4959 1.1466 -2.6438 -0.423 -0.548 0.619 -0.608
O 2.2447 1.4268 -0.9650 0.020 -0.415 0.830 -0.605
O 2.3422 -0.4294 -2.5709 -0.349 0.262 -1.584 -0.504
H 1.3021 -2.0727 2.1394 -0.651 0.058 0.394 0.282
H 0.7482 -3.1946 0.7441 0.670 0.962 0.947 0.319
H 2.5270 -2.9816 1.1952 -1.927 1.223 -0.418 0.285
H 2.3037 -0.6261 0.4306 -1.060 -0.890 -0.244 0.275
H 0.2596 -2.6546 -1.3834 -0.319 -0.025 -0.463 0.386
H -0.2497 -1.2167 -2.4382 -0.988 -1.255 1.212 0.318
H -1.3243 -1.8207 -0.8371 2.163 0.348 -1.747 0.345
H -0.3580 2.3349 -0.1881 0.591 0.854 -0.321 0.353
H -3.4224 3.2495 1.2107 2.278 -0.123 0.581 0.242
H -3.0441 2.6872 2.8074 1.355 0.298 -0.952 0.319
H -1.6079 3.6226 1.9738 -1.843 -0.175 -0.138 0.272
H 2.2391 -0.2325 -3.5713 -0.012 -0.257 2.395 0.393
```
Forces are in eV/Å.

The HOMO energy is -8.91 eV. The energy above the lowest of the compared OMol25 structures with the same formula, charge and spin comes out at 7.2 kcal/mol. As for the multiplicity: 1.